Entry from the Open Molecules 2025 dataset: 15 unconnected molecules or ions with the total composition C78H105N9O30 in a non-equilibrium geometry (ωB97M-V/def2-TZVPD).

- frontier orbital gap (eV) = 8.23
- molecular weight (g/mol) = 1648.73
- E_HOMO (eV) = -9.17
- LUMO energy (eV) = -0.94
- E (Ha) = -5783.9668

Geometry as XYZ:
```
222
C78H105N9O30 (ωB97M-V/def2-TZVPD)
C -5.72725 0.42460 -0.63051
O -5.79002 0.79270 -1.99368
C -4.84915 0.09077 -2.72764
C -4.97723 0.49646 -4.19542
O -4.42666 1.79915 -4.38425
C -4.73019 2.38266 -5.66260
H -5.83671 -0.63047 -0.42746
H -6.52118 1.00468 -0.07401
H -4.73769 0.68916 -0.24395
H -5.04305 -0.95502 -2.45600
H -3.81350 0.25216 -2.33470
H -5.99934 0.43279 -4.49059
H -4.37329 -0.23679 -4.79047
H -4.16170 1.90880 -6.47949
H -4.35299 3.38628 -5.61564
H -5.83228 2.36614 -5.75312
C -3.80440 -4.24651 4.17842
O -2.92999 -3.29114 3.68628
C -1.90471 -3.06790 4.69029
C -0.86664 -4.12504 4.91486
O 0.05682 -4.12891 3.83849
C 0.96558 -5.22772 4.12709
H -4.11628 -4.01972 5.19531
H -3.30250 -5.20096 4.26930
H -4.65142 -4.34588 3.53737
H -2.37549 -2.72765 5.62323
H -1.39267 -2.10951 4.33301
H -1.35109 -5.14235 5.05478
H -0.28208 -4.00552 5.88528
H 1.30636 -5.13307 5.16034
H 1.89906 -5.10305 3.49990
H 0.47326 -6.23305 3.97708
C 6.52641 3.42982 3.13555
O 5.23861 2.83498 3.07930
C 5.30787 1.42188 3.30928
C 3.96559 0.81918 2.95411
O 3.85493 0.72302 1.56730
C 2.56402 0.40469 1.09841
H 6.94242 3.31283 4.13957
H 6.41876 4.46455 2.93109
H 7.23432 2.93817 2.39500
H 5.53230 1.21451 4.36582
H 6.21543 1.00602 2.79753
H 3.14813 1.47568 3.21129
H 3.90945 -0.22260 3.45773
H 2.41846 -0.63425 0.85481
H 2.33993 1.04978 0.19841
H 1.81751 0.63427 1.88129
C -1.21852 -1.06217 0.87925
O -0.27918 -0.17964 0.30553
C -0.61451 0.08037 -1.03889
C -0.20630 1.40695 -1.61803
O -0.90069 2.55939 -1.27057
C -0.49043 3.07944 -0.01316
H -0.99956 -1.28794 1.90943
H -1.19630 -2.03002 0.29668
H -2.24823 -0.68661 0.87153
H -1.72870 0.10726 -1.17728
H -0.15478 -0.72331 -1.60930
H -0.13365 1.21601 -2.71501
H 0.83831 1.63077 -1.31115
H -1.09223 3.92680 0.29990
H 0.58045 3.42246 -0.07593
H -0.50360 2.27198 0.80508
C -4.18524 2.82916 8.31858
O -3.74193 1.53478 7.95518
C -3.56782 1.31440 6.59331
C -2.11535 0.88686 6.26882
O -1.22384 2.01749 6.37015
C 0.14402 1.75858 6.03102
H -5.19346 2.99761 8.03298
H -3.62773 3.58260 7.79166
H -4.08208 2.90287 9.41510
H -3.86929 2.16713 6.01911
H -4.24399 0.49120 6.14844
H -1.96712 0.51118 5.20576
H -1.90053 0.11146 7.03331
H 0.59307 2.70846 6.20174
H 0.22384 1.56731 4.97605
H 0.57629 0.97685 6.71838
C 2.48820 -2.88274 1.14106
O 2.55054 -4.27054 0.88501
C 1.28885 -4.92268 0.69533
C 0.82785 -4.67317 -0.70683
O 1.44998 -5.39136 -1.69807
C 0.97957 -6.73774 -1.77517
H 3.50993 -2.51334 1.13443
H 1.96746 -2.72270 2.06896
H 1.97505 -2.37464 0.35380
H 0.50668 -4.57349 1.40807
H 1.52274 -6.01879 0.76709
H 0.96400 -3.65845 -1.04791
H -0.22061 -4.94384 -0.76117
H 1.59222 -7.12335 -2.60509
H -0.12132 -6.79256 -1.81635
H 1.20983 -7.26065 -0.86843
C 2.62051 7.74899 3.38422
C 1.31319 7.68700 3.71525
C 0.68610 6.43924 3.53294
C 1.42192 5.37694 3.05268
C 2.79242 5.46273 2.73320
C 3.37730 6.68334 2.97837
N 0.72024 4.06388 2.88250
O -0.47406 4.08434 3.17436
O 1.40825 3.14263 2.53122
H 3.13035 8.69700 3.48614
H 0.67198 8.49540 4.06117
H -0.35252 6.26689 3.73500
H 3.33312 4.53724 2.39366
H 4.46642 6.86040 2.68563
C 2.30906 -0.82705 -3.26701
C 3.13646 -1.13017 -2.17628
C 3.68615 -2.42344 -2.04747
C 3.47427 -3.34465 -3.11102
C 2.62595 -2.97767 -4.19163
C 2.10560 -1.72426 -4.28883
N 4.10768 -4.68397 -3.04079
O 3.90806 -5.52077 -3.85563
O 4.82382 -4.86001 -2.04857
H 1.86699 0.15517 -3.34163
H 3.36106 -0.38074 -1.33708
H 4.32607 -2.58641 -1.16502
H 2.58508 -3.70965 -4.94515
H 1.54774 -1.45555 -5.18421
C -4.47875 4.17940 -1.43872
C -3.33602 4.89133 -1.81811
C -2.53426 5.46033 -0.88876
C -3.10197 5.61276 0.43114
C -4.25610 4.97411 0.80808
C -4.95603 4.15696 -0.10807
N -2.26367 6.31262 1.37408
O -1.18527 6.70432 0.95060
O -2.59266 6.42222 2.54849
H -5.00107 3.55578 -2.15563
H -3.02698 4.85241 -2.82575
H -1.64246 6.02401 -1.10765
H -4.52961 4.95821 1.82381
H -5.74844 3.48346 0.27148
C -0.76809 -5.78633 -6.69809
C -0.04135 -5.69891 -5.55995
C -0.32196 -4.67358 -4.69188
C -1.24640 -3.68505 -5.02577
C -1.86054 -3.66504 -6.28410
C -1.55453 -4.70478 -7.13126
N -1.59543 -2.69952 -3.91857
O -1.07575 -2.89501 -2.82460
O -2.29223 -1.73846 -4.21084
H -0.53815 -6.63928 -7.35214
H 0.66485 -6.42175 -5.18738
H 0.29433 -4.61171 -3.79462
H -2.62405 -2.96825 -6.58073
H -2.00925 -4.82392 -8.11442
C 0.62934 3.33001 -4.66412
C -0.67388 2.97460 -4.72552
C -1.08717 1.82132 -5.33968
C -0.16182 1.04285 -5.98431
C 1.20241 1.36539 -5.94280
C 1.60688 2.47490 -5.25612
N -0.59173 -0.24782 -6.69938
O -1.76786 -0.32451 -6.89899
O 0.18929 -1.14091 -6.88902
H 0.91096 4.25384 -4.23390
H -1.40993 3.59942 -4.17184
H -2.08551 1.52003 -5.45302
H 1.89986 0.71930 -6.44124
H 2.62921 2.84944 -5.24393
C 6.16170 -0.53595 -0.20617
C 6.74573 -0.80477 -1.43773
C 7.58225 -1.89846 -1.64379
C 7.71997 -2.75067 -0.53830
C 7.11115 -2.46865 0.69038
C 6.37642 -1.34762 0.87774
N 8.50716 -4.04771 -0.73198
O 9.06777 -4.21854 -1.81393
O 8.49299 -4.76775 0.23150
H 5.52988 0.31160 -0.00917
H 6.51056 -0.08584 -2.18891
H 8.13184 -2.09331 -2.52801
H 7.16992 -3.06827 1.60740
H 6.00252 -1.09370 1.86976
C -3.27323 -6.60454 -3.33381
C -3.13552 -6.94799 -2.01847
C -3.36328 -5.98988 -0.96546
C -3.71629 -4.68321 -1.35210
C -3.73042 -4.26626 -2.65365
C -3.64568 -5.29139 -3.64859
N -3.95029 -3.64669 -0.28835
O -4.04057 -2.49550 -0.68422
O -4.06288 -4.00206 0.87274
H -3.23469 -7.45123 -3.97429
H -2.72185 -7.95641 -1.69842
H -3.27862 -6.33061 0.08994
H -3.97865 -3.25640 -2.98081
H -3.96927 -5.06304 -4.66453
C 6.98467 5.77857 -1.10581
C 6.20664 6.16818 -2.21819
C 5.01452 5.44874 -2.47669
C 4.54729 4.50044 -1.53216
C 5.21362 4.20804 -0.37358
C 6.44443 4.81595 -0.23695
N 3.35316 3.64661 -1.86648
O 2.72451 3.92936 -2.88788
O 3.04646 2.69304 -1.18643
H 7.96050 6.26041 -0.91039
H 6.53522 6.91345 -2.87123
H 4.32695 5.60753 -3.31052
H 4.88356 3.57875 0.41982
H 6.99174 4.61055 0.70457
C -3.83812 1.03017 2.31652
C -4.36434 2.20749 2.86178
C -5.62989 2.17541 3.60605
C -6.24919 0.96043 3.82936
C -5.66895 -0.22550 3.35195
C -4.52050 -0.18266 2.56036
N -7.34745 0.93214 4.78848
O -7.43622 1.84423 5.58509
O -8.07861 -0.02174 4.63972
H -2.82526 1.01243 1.95502
H -3.73355 3.05726 2.90008
H -5.95569 3.13458 4.02212
H -6.06940 -1.20219 3.56274
H -4.11967 -1.11614 2.22071
```

Results of the Mulliken charge analysis, in e, for atoms 1 through 99: C -0.4853; O -0.5619; C 0.7156; C -0.5417; O 0.0393; C -1.0007; H 0.3136; H 0.3156; H 0.0926; H 0.2400; H -0.4456; H 0.4897; H -0.0294; H 0.2981; H 0.2698; H 0.3320; C -1.1075; O 0.1516; C -0.4024; C -0.5045; O -0.0178; C -0.8600; H 0.4287; H 0.2738; H 0.2464; H 0.4747; H -0.1591; H 0.3012; H 0.3867; H 0.4660; H 0.1238; H 0.3001; C -0.8720; O -0.0672; C -0.7672; C -0.4473; O 0.2224; C 0.4318; H 0.3627; H 0.2172; H 0.2952; H 0.5300; H 0.3279; H 0.3791; H 0.1056; H -0.1176; H -0.4709; H 0.4177; C 0.1413; O 0.7126; C 0.9376; C 1.0241; O 0.4933; C 0.7555; H -0.0235; H -0.1515; H -0.4014; H -0.2498; H -0.4335; H -1.0852; H -1.0638; H -0.7797; H -0.1007; H 0.0235; C -0.7190; O -0.4085; C -0.1743; C 0.1057; O -0.3991; C -0.6132; H 0.3114; H 0.3229; H 0.2412; H 0.2753; H 0.0422; H -0.0450; H 0.3730; H 0.3349; H 0.1061; H 0.2877; C -0.1731; O -0.4248; C 0.1272; C 0.4901; O 0.0793; C -0.7405; H 0.1337; H 0.4450; H -0.4244; H 0.0673; H 0.1651; H -0.5386; H -0.0041; H 0.1895; H 0.0590; H 0.3075; C -0.4707; C -0.9191; C -0.2801